Below is a structure of composition C38H48BrIrN3O2Si4Te at a distorted geometry, with properties calculated with ωB97M-V/def2-TZVPD.

Properties
2S+1: 2
orbital gap (alpha / beta): 5.498 / 5.305 eV
largest force on an atom: 2.76 eV/Å
net charge: 0
highest occupied orbital energy (alpha / beta): -6.61 / -6.44 eV
E: -5895.9906 Ha

The geometry in XYZ format:
```
98
Properties=species:S:1:pos:R:3:forces:R:3:lowdin_spin:R:1
Ir 0.8325 0.7683 2.3785 0.90 -1.14 1.11 0.003
Br 2.2887 2.9197 5.1704 0.33 -0.30 -0.09 0.000
C 3.4331 1.5305 4.5141 -1.01 0.64 0.20 0.000
C 4.6563 1.3476 5.1098 0.95 -1.02 -0.37 0.000
C 5.4717 0.3158 4.5968 -0.75 0.99 0.57 0.000
C 5.0310 -0.3911 3.5023 -0.42 -0.23 -0.54 0.000
C 3.7861 -0.1126 2.9396 0.05 1.15 1.66 0.003
N 2.9574 0.8256 3.5025 0.22 -0.21 -1.58 0.000
C 3.3234 -0.7648 1.6944 -0.57 -1.07 -1.61 0.007
O 3.9945 -1.6060 1.1122 -0.04 0.74 0.81 0.002
O 2.1722 -0.3455 1.2548 0.26 0.23 0.64 0.090
H 4.9798 1.9719 5.9246 -0.05 0.04 0.10 0.000
H 6.4249 0.1011 5.0565 0.08 0.03 -0.02 0.000
H 5.6318 -1.1584 3.0401 -0.01 -0.08 -0.10 0.000
C -1.8876 2.3332 5.2889 -0.18 0.94 -0.15 0.000
C -2.1183 3.6448 4.8399 0.22 -0.94 0.26 0.000
C -1.4968 4.0652 3.6881 0.28 0.00 -0.31 0.000
C -0.6393 3.2105 2.9903 -0.23 -1.00 0.98 0.000
N -0.4189 1.9303 3.4545 -0.50 1.32 -0.18 0.000
C -1.0364 1.5330 4.5711 0.15 -0.45 0.02 0.000
C 0.1093 3.5281 1.8018 0.82 -0.10 -1.03 0.000
C 0.0268 4.7229 1.0737 -0.06 -0.36 0.38 0.000
C 0.7917 4.9020 -0.0604 0.05 0.19 -0.22 0.000
C 1.6692 3.9166 -0.4926 -0.12 -0.17 0.37 0.000
C 1.7610 2.7221 0.2144 0.33 0.07 -0.34 0.004
C 0.9893 2.5132 1.3423 -0.58 -0.78 0.75 0.002
H -2.3504 1.9644 6.1886 -0.03 -0.09 0.06 0.000
H -2.7532 4.3062 5.4070 -0.13 0.09 -0.02 0.000
H -1.6509 5.0680 3.3208 0.01 0.06 -0.05 0.000
H -0.8266 0.5198 4.8962 0.00 0.03 -0.14 0.000
H -0.6446 5.5057 1.3896 -0.11 0.13 0.04 0.000
H 0.7060 5.8184 -0.6250 -0.03 0.11 0.00 0.000
H 2.2750 4.0753 -1.3744 0.00 -0.01 -0.02 0.000
H 2.4506 1.9604 -0.1255 -0.07 -0.14 0.01 0.003
C -4.6362 0.7355 1.8658 -0.08 0.19 -0.08 0.000
C -3.5608 1.3448 1.2356 -0.26 0.00 0.14 0.000
C -2.2903 0.8357 1.3846 0.28 -0.23 0.13 0.003
C -2.0446 -0.2832 2.1983 -0.94 0.38 -0.19 0.004
C -3.1392 -0.8593 2.8671 0.25 0.11 -0.10 0.000
C -4.4120 -0.3609 2.6837 -0.07 0.06 -0.01 0.000
N -0.7601 -0.7299 2.3684 1.21 2.40 0.63 0.003
C -0.5047 -2.0553 2.5930 0.56 -1.00 -0.36 0.006
C -1.3096 -3.0626 2.0284 0.06 0.22 0.01 0.010
C -1.0024 -4.3932 2.2051 -0.02 -0.04 0.10 0.002
C 0.1223 -4.7651 2.9270 0.14 -0.04 0.04 0.001
C 0.9419 -3.7846 3.4655 0.07 -0.28 -0.05 0.002
C 0.6379 -2.4495 3.3047 -0.39 0.20 -0.11 0.000
H -5.6345 1.1209 1.7292 -0.13 0.03 -0.01 0.000
H -3.7101 2.2189 0.6181 -0.05 0.06 -0.10 0.000
H -1.4549 1.2997 0.8733 0.04 -0.08 -0.08 -0.001
H -2.9701 -1.6799 3.5483 -0.01 -0.12 -0.01 0.000
H -5.2402 -0.8253 3.1968 -0.11 -0.05 0.09 0.000
H -2.1658 -2.7753 1.4325 0.00 -0.03 0.00 0.003
H -1.6435 -5.1483 1.7733 -0.02 -0.06 -0.08 0.000
H 0.3675 -5.8081 3.0528 0.02 -0.11 0.05 0.000
H 1.8257 -4.0660 4.0192 0.09 -0.03 0.04 0.000
H 1.2812 -1.6916 3.7346 0.02 0.14 0.11 0.000
C 1.5612 -0.2529 -6.0342 0.08 0.10 0.64 0.002
Si 1.8396 0.0641 -4.1656 0.19 -0.04 -0.16 0.016
C 3.4362 -0.7983 -3.5815 -0.52 0.26 -0.13 0.003
C 2.0265 1.9442 -3.8849 -0.10 -0.56 -0.04 0.002
Si -0.0314 -0.7880 -2.9494 -0.20 -0.39 -0.14 0.083
Te 0.3802 -1.0840 -0.4847 -0.44 -0.03 -1.38 0.673
Si -0.3954 -3.1344 -3.3592 0.03 -0.24 -0.19 0.021
C -1.8356 -3.7775 -2.2793 0.39 0.35 -0.30 0.012
C -0.7943 -3.4991 -5.1915 0.08 0.07 0.59 0.006
C 1.1459 -4.1545 -2.8857 -0.35 0.43 -0.08 0.000
Si -2.0077 0.5043 -3.3626 -0.12 0.07 0.01 0.009
C -1.7203 2.3582 -3.0028 0.00 -0.55 -0.14 0.000
C -3.4816 -0.0398 -2.2749 0.57 0.04 -0.35 0.002
C -2.3981 0.2609 -5.2196 0.05 0.14 0.60 0.003
H 2.3970 0.0987 -6.6321 0.23 0.11 -0.04 0.000
H 0.6715 0.2585 -6.3887 -0.18 0.11 -0.02 0.000
H 1.4318 -1.3099 -6.2435 -0.01 -0.21 0.03 0.000
H 4.3275 -0.3211 -3.9791 0.11 0.17 -0.16 0.000
H 3.4620 -1.8414 -3.8806 -0.08 -0.21 -0.05 0.000
H 3.5068 -0.7709 -2.4980 -0.03 -0.01 0.23 0.003
H 2.9919 2.3087 -4.2252 0.22 -0.04 -0.12 0.000
H 1.9394 2.1778 -2.8288 -0.05 0.02 0.24 0.000
H 1.2621 2.5076 -4.4106 -0.20 0.05 -0.09 0.000
H -2.7848 -3.3280 -2.5520 -0.19 0.15 -0.09 0.000
H -1.6493 -3.5486 -1.2338 0.07 0.06 0.22 0.012
H -1.9482 -4.8549 -2.3636 0.09 -0.22 -0.11 0.000
H -1.6886 -2.9840 -5.5226 -0.22 0.15 -0.05 0.000
H -0.9542 -4.5621 -5.3410 -0.04 -0.28 0.01 0.001
H 0.0191 -3.1975 -5.8415 0.22 0.10 -0.11 0.000
H 1.4828 -3.9026 -1.8841 0.02 0.08 0.16 -0.001
H 1.9739 -3.9757 -3.5646 0.15 0.09 -0.18 0.000
H 0.9353 -5.2211 -2.9024 -0.17 -0.16 -0.07 0.000
H -1.3015 2.5002 -2.0105 0.11 -0.03 0.24 0.000
H -2.6457 2.9261 -3.0518 -0.24 0.00 -0.04 0.000
H -1.0315 2.8005 -3.7144 0.19 0.06 -0.16 0.000
H -3.2043 -0.0116 -1.2247 0.11 -0.01 0.18 0.002
H -3.8066 -1.0497 -2.5020 -0.01 -0.24 -0.07 0.000
H -4.3411 0.6134 -2.3991 -0.10 0.21 -0.13 0.000
H -1.5709 0.6104 -5.8288 0.21 0.09 -0.10 0.000
H -3.2845 0.8009 -5.5361 -0.23 0.17 0.01 0.001
H -2.5519 -0.7866 -5.4559 -0.02 -0.24 0.02 0.000
```
Positions in Å, forces in eV/Å.